# 1
Formula: C18H33BFN3O3P
Source: the OMol25 dataset
Level of theory: wB97M-V/def2-TZVPD

Summary:
E_HOMO: -11.660 eV
LUMO: -0.1062 Ha
F_max: 2.0 eV/Å
Spin multiplicity: 1
Charge: +1

XYZ file:
```
60
Properties=species:S:1:pos:R:3:forces:R:3
C -4.05061 -0.10307 -1.20855 0.1 0.8 0.7
C -3.88677 1.09591 -0.21173 0.3 0.2 -0.1
B -2.88613 2.13998 -0.82642 -0.4 0.0 0.4
O -3.32394 2.87187 -1.91459 0.4 -0.6 -0.4
C -1.41958 2.44566 -0.26485 0.3 -0.2 -0.3
C -1.03077 1.56407 0.91176 -0.2 0.2 -0.3
N 0.45112 1.37548 1.02923 0.3 -0.1 0.0
C 1.20752 2.62427 1.33857 0.4 0.9 0.8
C 1.49088 2.78470 2.84307 -0.7 -0.1 0.0
C 0.71403 3.95649 3.42594 0.0 -0.5 0.0
F 1.39762 5.12163 3.18341 0.0 0.3 -0.1
C 0.92676 0.61814 -0.16266 0.9 -1.1 -0.6
P 2.72636 0.08167 0.06338 1.1 0.8 0.8
C 3.27713 -0.82225 -1.43481 -0.4 -0.2 0.4
C 2.52602 -1.25058 1.34041 -1.1 0.1 -1.1
C 0.63666 1.29550 -1.48776 -1.4 0.7 -1.2
C 0.00564 0.25194 -2.41858 0.0 -0.1 0.1
O 1.86346 1.76239 -2.08619 0.6 -0.7 0.5
N 1.61522 2.41841 -3.33907 -0.3 -0.1 -0.9
O 2.30258 2.00201 -4.17842 0.0 0.4 0.8
C -0.35477 2.48777 -1.40907 0.2 0.2 1.2
H -3.34150 -0.00582 -2.02549 0.0 -0.3 -0.3
H -3.88676 -1.03223 -0.68292 0.1 -0.3 -0.1
H -5.05476 -0.08630 -1.60233 -0.2 -0.2 -0.3
H -3.60340 0.76594 0.78342 0.0 -0.2 0.1
H -4.83494 1.61374 -0.10777 -0.3 0.0 0.0
H -3.01256 2.49142 -2.75014 -0.2 0.5 0.0
H -1.48204 3.46362 0.11784 -0.2 0.3 -0.1
H -1.44392 0.57378 0.77458 0.0 -0.3 0.2
H -1.39508 1.98239 1.84342 0.0 -0.1 0.2
H 0.58861 0.75129 1.82508 0.1 0.0 0.0
H 2.13728 2.69315 0.79059 0.0 -0.5 -0.4
H 0.61833 3.48305 1.05090 -0.3 0.0 -0.4
H 1.16950 1.90869 3.41308 0.1 -0.2 -0.1
H 2.54990 2.91708 3.02149 0.2 0.0 0.1
H 0.52741 3.83739 4.49002 0.3 0.2 0.2
H -0.26375 4.00564 2.94650 -0.2 0.2 -0.1
H 0.35955 -0.30555 -0.16305 -0.4 -0.1 0.2
H 3.84705 -0.14207 -2.04768 -0.1 0.2 -0.3
H 3.96476 -1.58607 -1.08612 0.1 -0.1 0.2
H 2.50276 -1.33841 -1.98894 -0.1 0.0 -0.2
H 1.82192 -2.00225 0.98260 0.0 -0.3 0.0
H 2.09713 -0.85196 2.25351 0.3 0.1 0.4
H 3.47983 -1.72849 1.51009 0.2 0.1 0.2
H -0.84589 -0.20731 -1.92487 -0.2 -0.1 0.1
H -0.36986 0.71311 -3.32564 0.1 0.1 -0.2
H 0.70024 -0.53456 -2.69197 0.1 -0.1 0.0
H -0.86150 2.61757 -2.35110 0.0 0.0 -0.3
H 0.23344 3.38802 -1.27059 0.2 0.1 0.0
N 0.51341 -4.39957 -0.38597 0.0 0.0 0.1
C 1.07622 -5.60432 -0.47802 0.1 0.1 -0.1
C 0.63991 -6.71458 0.22801 0.0 0.0 0.0
C -0.44044 -6.56886 1.08125 0.0 -0.1 0.0
C -1.03975 -5.32482 1.19216 0.0 0.0 0.0
C -0.52694 -4.28159 0.43950 0.1 0.1 -0.1
H 1.91978 -5.67479 -1.15544 0.0 -0.1 0.0
H 1.13524 -7.66807 0.11045 0.0 0.0 0.0
H -0.81081 -7.41138 1.65045 0.0 0.0 0.0
H -1.88624 -5.16755 1.84635 0.0 0.0 0.0
H -0.97055 -3.29133 0.49368 -0.1 0.0 0.0
```
Positions in Å, forces in eV/Å.

Mulliken atomic charge list, values in e, 2 entries: atom 1 (C): -0.972, atom 2 (C): -0.398



# 2
Formula: C20H20N6O2
Source: the OMol25 dataset
Level of theory: wB97M-V/def2-TZVPD

Summary:
E_HOMO: -8.606 eV
LUMO: -0.0147 Ha
Relative energy (zero: lowest compared OMol25 entry of this formula, charge and spin): 1.152 eV
F_max: 2.6 eV/Å
SMILES string: CNCCCNC(=O)c1ccc(-n2ncc(-c3ccc(C#N)cc3)c2O)nc1
Spin multiplicity: 1

XYZ file:
```
48
Properties=species:S:1:pos:R:3:forces:R:3
N -10.65443 -3.82578 -0.74089 0.7 0.5 0.1
O 3.15534 -0.54872 2.56060 0.1 -0.2 0.6
C -9.63906 -3.27511 -0.68819 -0.9 -0.7 -0.3
N -2.78275 0.58949 -1.40746 -0.7 0.4 -1.2
N -0.60435 -0.89210 1.09175 -1.2 1.3 -1.0
O -3.21306 -1.70655 1.23673 0.4 0.7 -0.6
C 2.81532 0.33600 1.79773 1.7 -0.6 0.5
C -4.01377 0.15973 -1.62232 0.7 0.3 0.4
C -4.43231 -0.82156 -0.68090 -1.1 0.4 -0.7
C -3.35840 -0.93621 0.13311 1.1 -0.8 1.3
C 0.60566 -0.68948 1.60454 -0.7 -0.5 0.2
C -1.01878 -0.01460 0.13551 1.1 0.3 0.4
C -0.14761 0.98767 -0.35657 0.2 0.2 0.3
C -7.54358 -2.73044 0.42186 1.5 0.4 0.5
C -7.90396 -1.93737 -1.82861 1.7 0.4 0.8
C 1.12462 1.19514 0.22354 -2.1 -1.4 -0.4
C -6.25160 -2.15475 0.48778 -1.0 -0.2 -1.2
C -6.61960 -1.31382 -1.76593 -1.4 -0.8 -0.1
C -8.35816 -2.64152 -0.69237 0.5 0.7 -0.9
C 1.46586 0.31034 1.24913 0.3 1.6 -1.5
C -5.77348 -1.44432 -0.64269 -0.3 -0.1 0.4
N -2.35601 -0.10133 -0.34687 0.6 -1.3 1.6
N 3.73241 1.26208 1.36319 -1.8 0.4 -0.6
N 7.12906 1.72077 -1.39796 -0.9 0.1 -0.4
C 8.47375 2.26516 -1.21869 -0.3 -1.3 0.3
C 5.04953 1.34387 1.91038 1.7 -1.5 -0.8
C 6.05771 1.97255 -0.40629 1.6 0.1 0.5
C 6.14940 1.04655 0.81640 0.2 0.1 0.9
H -2.28199 -1.56702 1.54384 -0.2 -0.3 -0.1
H -4.62133 0.59235 -2.39241 0.1 0.1 -0.3
H 0.90236 -1.37598 2.36401 0.3 -0.4 0.4
H -0.51543 1.59132 -1.16733 0.0 0.2 -0.1
H -7.88719 -3.30419 1.26042 -0.2 -0.1 0.3
H -8.45416 -1.91844 -2.76470 -0.1 0.1 0.3
H 1.82458 1.93249 -0.15939 -0.5 0.0 0.0
H -5.63692 -2.30406 1.37106 -0.1 0.1 -0.2
H -6.31795 -0.74611 -2.65096 0.1 -0.3 0.4
H 3.43237 2.02311 0.73349 0.4 -0.9 0.9
H 7.12637 0.73194 -1.71134 0.1 1.1 0.5
H 8.51726 3.33559 -1.09038 -0.5 0.4 0.0
H 9.03275 2.02612 -2.12765 0.1 0.0 0.3
H 8.95916 1.80975 -0.34301 0.4 0.1 -0.1
H 5.21235 0.66506 2.76114 -0.6 -0.1 -0.5
H 5.16626 2.29758 2.32503 0.5 1.7 0.4
H 5.12541 1.87060 -0.92051 -0.7 -0.2 -0.3
H 6.09097 3.02130 -0.03415 0.3 -0.4 -0.5
H 6.05469 -0.01343 0.49659 0.0 0.5 0.2
H 7.18268 1.17634 1.26970 -1.2 -0.2 -0.4
```
Positions in Å, forces in eV/Å.

Mulliken atomic charge list, values in e, 2 entries: atom 1 (N): -0.509, atom 2 (O): -0.685



Q: The highest E_HOMO belongs to which entry?
A: C20H20N6O2